Entry 1:
Entry from the Open Molecules 2025 dataset: a molecular structure, C35H27Br2ClN2O2SiV at a distorted geometry (wB97M-V/def2-TZVPD).

## Properties
<S²>: 3.814
HOMO (spin up / spin down): -5.93 / -7.55 eV
LUMO level (spin up / spin down): -0.86 / -0.80 eV
Spin multiplicity: 4
Net charge: 0
Kohn-Sham gap (spin up / spin down): 5.07 / 6.76 eV

CARTESIAN COORDINATES (ANGSTROEM)
V: 10.90 13.22 9.80
Cl: 11.43 19.83 12.29
C: 11.38 18.19 11.97
C: 11.09 17.29 13.05
C: 10.88 15.96 12.79
C: 10.97 15.45 11.52
O: 10.84 14.12 11.41
C: 11.02 16.36 10.38
C: 10.68 16.02 9.08
N: 10.08 14.86 8.79
C: 8.75 14.83 8.37
C: 8.12 15.78 7.58
C: 6.76 15.55 7.25
C: 6.09 14.43 7.74
C: 6.78 13.40 8.46
C: 6.29 12.04 8.49
C: 7.05 11.14 9.18
C: 8.33 11.44 9.63
N: 8.92 12.68 9.45
C: 8.17 13.62 8.79
C: 11.32 17.70 10.69
H: 11.12 17.73 14.04
H: 10.61 15.19 13.57
H: 11.01 16.71 8.30
H: 8.62 16.73 7.48
H: 6.26 16.22 6.55
H: 5.05 14.28 7.50
H: 5.41 11.76 7.91
H: 6.65 10.09 9.23
H: 8.93 10.68 10.08
H: 11.55 18.32 9.81
Br: 13.85 14.43 9.78
C: 14.52 15.31 8.05
Br: 13.26 15.29 6.51
H: 15.41 14.83 7.72
H: 14.70 16.31 8.41
O: 11.61 12.29 8.32
Si: 12.31 10.87 8.12
C: 14.15 10.82 7.75
C: 14.99 9.85 8.30
C: 16.34 9.97 8.14
C: 16.88 11.13 7.53
C: 16.08 12.11 6.98
C: 14.66 11.97 7.10
C: 11.39 9.80 6.96
C: 9.99 10.10 6.88
C: 9.03 9.24 6.27
C: 9.53 8.09 5.62
C: 10.95 7.86 5.59
C: 11.88 8.66 6.27
C: 12.26 9.97 9.85
C: 12.35 10.59 11.09
C: 12.24 9.83 12.30
C: 12.22 8.44 12.27
C: 12.09 7.84 11.01
C: 12.19 8.57 9.84
H: 14.59 9.06 8.89
H: 17.08 9.32 8.57
H: 18.01 11.18 7.51
H: 16.53 12.99 6.49
H: 14.01 12.70 6.71
H: 9.62 11.02 7.38
H: 7.98 9.55 6.30
H: 8.86 7.33 5.22
H: 11.21 7.09 4.86
H: 12.91 8.36 6.26
H: 12.50 11.68 11.22
H: 12.19 10.29 13.31
H: 12.39 7.87 13.18
H: 11.94 6.72 11.00
H: 12.12 8.06 8.86

Entry 2:
Entry from the Open Molecules 2025 dataset: a gas-phase ion, C5H8N (charge +1) at a distorted geometry (wB97M-V/def2-TZVPD).

## Properties
HOMO: -15.23 eV
Structure (SMILES): C[C@@H]1C2=[N+](C)[C@H]21
Energy relative to the best compared isomer or geometry (same formula, charge and spin): 545.0 kJ/mol
LUMO level: -5.30 eV
Net charge: +1
Kohn-Sham gap: 9.92 eV

CARTESIAN COORDINATES (ANGSTROEM)
C: -0.69 -2.25 -0.04
C: 0.24 -1.12 0.27
C: -0.36 0.19 1.06
N: 0.26 1.05 0.26
C: 0.56 2.42 0.11
C: 0.20 0.00 -0.58
H: -1.82 -1.88 0.01
H: -0.54 -3.21 0.54
H: -0.51 -2.46 -1.03
H: 1.10 -1.19 0.81
H: -0.41 3.14 0.03
H: 1.20 2.60 -0.76
H: 1.10 2.91 0.84
H: -0.33 -0.20 -1.52